Here is a molecular structure, C13H27FeO9S at a distorted geometry from OMol25. Energies are from ωB97M-V/def2-TZVPD.

Properties
- E: -2849.9590 Eh
- HOMO level (spin up / spin down): -16.425 / -16.396 eV
- LUMO energy (spin up / spin down): -4.9 / -9.4 eV
- Kohn-Sham gap (spin up / spin down): 11.48 / 6.99 eV
- Spin multiplicity: 6
- Charge: +2
- ΔE to the lowest compared entry with this formula, charge and spin: 23.8 kcal per mole

XYZ file:
```
51
Properties=species:S:1:pos:R:3:forces:R:3
Fe 0.510 0.130 0.643 -0.7 0.0 -0.5
C -0.013 -2.570 2.326 0.4 -0.5 -0.3
C 0.172 -3.289 0.989 -0.2 0.0 0.4
O 0.649 -2.333 0.050 -0.1 0.9 0.3
C 0.573 -2.726 -1.318 0.1 0.4 -0.5
C -0.079 -1.590 -2.119 -0.2 -0.7 0.3
O 0.506 -0.333 -1.826 0.1 0.5 1.1
C 1.753 -0.089 -2.472 0.4 0.4 0.0
C 2.314 1.206 -1.905 -0.2 -0.3 -0.6
O 2.575 1.002 -0.512 -0.8 -0.5 0.4
C 2.949 2.151 0.209 0.5 0.3 0.4
C 0.872 3.343 0.442 0.1 0.5 0.1
O -0.112 2.472 -0.091 0.3 -0.9 0.1
C -1.462 2.780 0.280 -0.5 -0.2 0.0
C -2.345 1.635 -0.221 0.3 0.6 -0.3
O -1.942 0.373 0.303 1.0 -0.3 0.3
C -2.621 -0.072 1.480 0.0 -0.4 0.3
C -2.110 -1.477 1.789 -0.5 0.4 -0.2
O -0.748 -1.360 2.193 0.4 0.9 -0.5
H 0.958 -2.242 2.707 -0.1 -0.2 0.1
H -0.494 -3.245 3.043 0.1 0.1 0.0
H -0.778 -3.708 0.640 0.1 0.0 0.0
H 0.896 -4.104 1.099 -0.1 0.1 0.1
H -0.026 -3.633 -1.429 0.0 0.1 0.0
H 1.585 -2.933 -1.681 -0.1 -0.1 0.1
H -1.128 -1.484 -1.835 0.0 -0.1 -0.1
H -0.011 -1.806 -3.188 0.0 0.0 0.0
H 1.587 0.026 -3.549 0.1 0.0 0.1
H 2.453 -0.911 -2.295 0.0 0.0 0.0
H 1.575 2.002 -2.046 0.1 0.0 0.1
H 3.247 1.467 -2.417 -0.2 -0.1 0.1
H 3.289 2.948 -0.468 -0.1 -0.2 0.1
H 3.750 1.863 0.899 -0.2 0.1 -0.2
H 1.268 3.984 -0.361 -0.1 -0.2 0.2
H 0.435 3.951 1.241 0.0 0.0 -0.2
H -1.767 3.717 -0.203 0.0 -0.2 0.1
H -1.531 2.882 1.370 0.0 0.1 -0.2
H -2.232 1.546 -1.306 -0.1 0.1 0.2
H -3.392 1.843 0.025 0.1 -0.1 -0.1
H -3.700 -0.108 1.289 0.1 0.0 0.0
H -2.416 0.599 2.324 -0.1 0.0 -0.1
H -2.198 -2.081 0.880 0.0 0.0 0.1
H -2.700 -1.940 2.589 0.1 0.1 -0.1
C 0.418 0.652 5.079 0.4 0.3 0.1
S 1.087 1.286 3.430 -1.6 -1.8 -0.3
O 1.753 0.128 2.792 0.4 0.3 -0.1
O -0.142 1.570 2.655 0.3 0.5 0.3
O 1.899 2.594 1.039 0.0 -0.1 -0.3
H -0.078 1.483 5.568 0.0 0.2 -0.1
H 1.264 0.302 5.660 0.2 0.0 -0.1
H -0.280 -0.148 4.858 0.0 0.0 -0.4
```
Forces are in eV/Å.

Löwdin population analysis, charges in e, atoms 1 to 4: 1.13 -0.14 -0.15 -0.18

---

Here is a molecular structure, C13H27InN11O2STe from OMol25. Energies are from ωB97M-V/def2-TZVPD.

Properties
- E: -2120.5038 Eh
- HOMO level: -9.220 eV
- LUMO energy: -2.7 eV
- Kohn-Sham gap: 6.48 eV
- Charge: +1
- ΔE to the lowest compared entry with this formula, charge and spin: 8.3 kcal per mole

XYZ file:
```
56
Properties=species:S:1:pos:R:3:forces:R:3
In 0.035 -0.095 -0.377 -0.2 -0.4 0.0
C 0.556 -2.421 1.800 0.0 0.0 0.0
C -0.808 -1.920 2.246 0.0 0.1 0.0
N -1.538 -1.355 1.114 0.0 -0.1 -0.1
C -2.346 -2.295 0.337 0.0 0.0 0.0
C -1.650 -2.847 -0.889 0.0 0.0 0.0
C -2.203 -3.879 -1.634 0.0 0.0 0.0
C -1.570 -4.263 -2.803 0.0 0.0 0.0
C -0.413 -3.609 -3.208 0.0 0.0 0.0
C 0.073 -2.592 -2.410 0.0 0.0 0.0
C 1.261 -1.738 -2.791 0.0 0.0 0.0
N 1.851 -1.135 -1.591 0.0 0.0 0.0
C 2.524 -2.129 -0.740 0.0 0.0 0.0
C 2.632 -1.650 0.696 0.0 0.0 0.0
N 1.307 -1.290 1.235 0.1 0.0 0.0
N -0.527 -2.254 -1.268 0.0 0.0 0.0
H 1.095 -2.870 2.639 0.0 0.0 0.0
H 0.449 -3.183 1.026 0.0 0.0 0.0
H -1.364 -2.724 2.740 0.0 0.0 0.0
H -0.670 -1.122 2.980 0.0 0.0 0.0
H -2.101 -0.565 1.409 0.1 -0.1 0.1
H -2.693 -3.126 0.961 0.0 0.0 0.0
H -3.231 -1.763 -0.021 0.0 0.0 0.0
H -3.116 -4.360 -1.308 0.0 0.0 0.0
H -1.979 -5.064 -3.405 0.0 0.0 0.0
H 0.091 -3.877 -4.126 0.0 0.0 0.0
H 1.986 -2.327 -3.360 0.0 0.0 0.0
H 0.900 -0.929 -3.433 0.0 0.0 0.0
H 2.496 -0.395 -1.849 0.0 0.0 0.0
H 1.936 -3.047 -0.780 0.0 0.0 0.0
H 3.519 -2.373 -1.122 0.0 0.0 0.0
H 3.099 -2.430 1.303 0.0 0.0 0.0
H 3.264 -0.765 0.746 0.0 0.0 0.0
H 1.435 -0.600 1.969 0.0 0.0 0.0
N -2.024 1.445 2.210 -0.1 0.1 -0.2
N -1.205 2.368 2.901 0.0 -0.1 0.1
C 0.081 2.510 2.618 0.1 0.1 0.1
N 0.784 3.434 3.281 -0.2 0.1 0.0
N 0.571 1.636 1.706 -0.2 0.2 0.0
N 1.746 1.928 1.144 0.2 -0.1 -0.3
O 2.024 1.188 0.171 0.0 0.3 0.1
O 2.506 2.797 1.517 0.2 0.0 -0.2
H -2.043 1.717 1.217 0.0 0.1 0.0
H -2.966 1.590 2.560 0.0 0.0 0.0
H -1.630 2.966 3.590 0.0 0.1 -0.1
H 0.282 4.180 3.735 0.0 0.0 0.0
H 1.694 3.657 2.905 0.0 0.0 0.0
N -0.365 4.490 -2.215 -0.1 -0.1 -0.2
C -0.350 5.469 -1.306 0.0 0.0 0.2
N -0.031 6.700 -1.742 0.0 0.0 0.0
S -0.696 5.209 0.321 0.1 -0.2 0.2
H -0.301 4.708 -3.195 0.0 0.0 0.0
H -0.741 3.577 -1.973 0.0 0.1 0.1
H 0.197 6.893 -2.702 0.0 0.0 0.0
H 0.012 7.443 -1.069 0.0 0.0 0.0
Te -1.845 1.085 -1.760 0.2 0.1 0.2
```
Forces are in eV/Å.

Löwdin population analysis, charges in e, atoms 1 to 4: 0.31 -0.17 -0.18 -0.12